(1)
This record from OMol25 describes a molecular structure, C32H57F6N3O10Y in a non-equilibrium geometry. The level of theory is the ωB97M-V functional and the def2-TZVPD basis.

Calculated values
Kohn-Sham gap = 9.34 eV
LUMO level = -1.655 eV
ΔE to the lowest compared entry with this formula, charge and spin = 0.00 kcal/mol
E = -2807.79947 Ha

```
! RIJCOSX wB97M-V def2-TZVPD def2/J DEFGRID3
* xyz 1 1
Y -0.27 0.12 -0.73
C 0.64 -0.37 -3.83
O 1.63 -0.89 -2.92
O -0.38 0.09 -3.10
C 1.37 0.63 -4.71
F 0.61 0.99 -5.75
F 1.72 1.75 -4.06
F 2.51 0.11 -5.22
C 2.33 -2.05 -3.35
C 3.67 -2.08 -2.64
H 3.51 -2.07 -1.56
H 4.24 -2.97 -2.90
H 4.23 -1.18 -2.90
H 2.51 -2.04 -4.43
H 1.76 -2.94 -3.08
H 0.30 -1.20 -4.48
C 2.30 -1.32 1.27
O 1.73 -1.24 2.57
O 1.41 -1.07 0.34
C 3.51 -0.39 1.22
F 4.57 -0.98 1.78
F 3.85 -0.08 -0.04
F 3.30 0.78 1.87
C 2.34 -2.07 3.57
C 1.91 -1.63 4.93
H 2.47 -2.23 5.66
H 2.09 -0.59 5.18
H 0.84 -1.78 5.08
H 3.43 -2.05 3.47
H 1.99 -3.10 3.41
H 2.70 -2.35 1.14
O -2.72 -0.13 -1.33
C -3.78 0.08 -1.85
O -4.93 0.10 -1.18
C -4.87 -0.11 0.23
C -6.28 -0.19 0.78
C -3.96 0.29 -3.31
H -4.37 0.76 0.69
H -4.30 -1.00 0.49
H -6.84 0.72 0.57
H -6.27 -0.32 1.86
H -6.81 -1.02 0.31
H -4.63 1.12 -3.50
H -4.39 -0.61 -3.76
H -2.96 0.41 -3.74
O -1.30 2.20 -0.96
C -1.96 3.20 -1.15
O -1.90 4.01 -2.17
C -0.89 3.85 -3.21
C -1.63 3.81 -4.53
C -2.96 3.66 -0.12
H -0.39 2.90 -3.06
H -0.19 4.68 -3.13
H -1.95 2.78 -4.70
H -0.97 4.07 -5.35
H -2.49 4.48 -4.52
H -3.49 2.79 0.24
H -3.61 4.43 -0.50
H -2.36 4.11 0.68
O -0.83 -2.20 -1.28
C -1.12 -3.29 -1.67
O -0.36 -4.35 -1.51
C 0.91 -4.16 -0.83
C 0.79 -4.52 0.63
C -2.36 -3.56 -2.48
H 1.34 -3.16 -0.94
H 1.57 -4.88 -1.33
H 1.72 -4.32 1.16
H 0.48 -5.55 0.82
H 0.10 -3.82 1.12
H -3.21 -3.75 -1.83
H -2.19 -4.41 -3.13
H -2.57 -2.67 -3.07
C 4.40 3.93 -0.05
C 5.03 2.82 -0.90
C 4.10 2.37 -2.04
C 2.79 1.97 -1.55
N 1.76 1.67 -1.17
H 3.82 3.49 0.77
H 3.71 4.56 -0.61
H 5.17 4.55 0.41
H 5.20 1.94 -0.27
H 5.99 3.16 -1.29
H 4.51 1.52 -2.60
H 3.94 3.16 -2.78
C 0.26 1.41 4.87
C 1.57 2.01 4.41
C 1.43 2.89 3.16
C 0.76 2.15 2.08
N 0.25 1.51 1.28
H -0.43 2.21 5.14
H 0.36 0.82 5.77
H -0.21 0.82 4.08
H 2.38 1.30 4.24
H 1.95 2.66 5.22
H 2.41 3.10 2.72
H 0.87 3.81 3.34
C -3.89 -1.30 3.76
C -2.57 -1.96 4.16
C -1.79 -2.62 3.02
C -1.63 -1.67 1.93
N -1.48 -0.88 1.12
H -3.66 -0.43 3.13
H -4.38 -0.89 4.64
H -4.56 -1.97 3.22
H -2.83 -2.72 4.91
H -1.98 -1.20 4.67
H -2.32 -3.50 2.63
H -0.81 -2.88 3.39
*
```

***

(2)
This record from OMol25 describes a molecular structure, C32H57HfN4OP2S in a non-equilibrium geometry. The level of theory is the ωB97M-V functional and the def2-TZVPD basis.

Calculated values
Kohn-Sham gap (spin up / spin down) = 5.69 / 5.69 eV
LUMO level (spin up / spin down) = -10.315 / -10.312 eV
E = -2675.64370 Ha

```
! RIJCOSX wB97M-V def2-TZVPD def2/J DEFGRID3
* xyz 3 1
C -1.11 -2.53 -1.78
C 1.10 -1.74 -1.86
C -0.80 -3.51 -2.70
C 1.53 -2.90 -2.50
C 0.58 -3.86 -2.94
H -1.57 -4.06 -3.16
H 2.61 -3.07 -2.64
H 0.83 -4.64 -3.59
N -0.15 -1.77 -1.21
P -2.91 -1.04 -0.14
P 2.57 0.60 -0.48
C -2.57 -2.08 -1.62
H -2.86 -1.55 -2.55
H -3.14 -3.01 -1.57
C 0.06 1.85 1.06
O 0.48 2.86 1.56
C 1.86 -0.47 -1.89
H 2.89 -0.69 -2.32
C 3.92 1.40 -1.71
C 3.58 0.46 1.28
C -4.11 0.35 -0.62
C -3.70 -2.43 0.90
C 3.36 2.82 -1.74
H 3.38 3.37 -0.78
H 3.95 3.38 -2.48
H 2.31 2.77 -2.10
C 5.41 1.37 -1.31
H 5.68 1.82 -0.35
H 5.83 0.36 -1.36
H 5.96 1.95 -2.07
C 3.86 0.89 -3.16
H 4.29 1.67 -3.83
H 4.43 -0.04 -3.31
H 2.83 0.72 -3.48
C 4.05 1.86 1.70
H 3.18 2.52 1.83
H 4.57 1.81 2.67
H 4.72 2.37 1.00
C 2.68 0.01 2.43
H 1.82 0.68 2.52
H 2.29 -1.00 2.29
H 3.23 0.04 3.39
C 4.66 -0.60 1.11
H 5.45 -0.31 0.40
H 5.15 -0.83 2.09
H 4.20 -1.53 0.73
C -3.95 -1.79 2.27
H -4.39 -2.55 2.94
H -3.00 -1.45 2.72
H -4.65 -0.94 2.23
C -2.62 -3.52 1.10
H -2.31 -4.01 0.17
H -1.74 -3.10 1.60
H -3.04 -4.31 1.75
C -4.98 -3.09 0.35
H -5.12 -4.05 0.88
H -5.89 -2.50 0.55
H -4.93 -3.31 -0.73
C -3.76 0.86 -2.04
H -3.99 0.12 -2.83
H -4.32 1.78 -2.26
H -2.68 1.12 -2.10
C -3.87 1.50 0.38
H -2.86 1.93 0.29
H -4.57 2.32 0.18
H -4.01 1.18 1.42
C -5.58 -0.08 -0.54
H -5.81 -0.93 -1.20
H -5.88 -0.33 0.49
H -6.22 0.76 -0.85
Hf -0.53 0.03 0.10
N -0.01 1.00 -1.63
C 0.81 0.85 -2.60
C 0.45 1.74 -3.81
C 1.50 1.73 -4.90
C -0.81 1.07 -4.38
C 0.28 3.19 -3.32
H 2.43 2.27 -4.65
H 1.76 0.71 -5.27
H 1.10 2.27 -5.77
H -1.61 1.20 -3.63
H -1.01 1.59 -5.33
H -0.62 -0.03 -4.52
H -0.23 3.64 -4.18
H -0.37 3.20 -2.43
H 1.23 3.72 -3.10
S -0.27 -1.19 2.31
C -0.61 -0.13 3.68
N -0.11 -0.23 4.93
C -0.48 0.91 5.76
C -1.32 1.75 4.82
N -1.37 0.95 3.63
H 0.53 -0.96 5.23
H 0.42 1.45 6.10
H -1.04 0.60 6.65
H -0.85 2.72 4.61
H -2.33 1.95 5.21
H -1.79 1.30 2.75
*
```

***

(3)
This record from OMol25 describes a molecular structure, C32H58N3NiO2P2 in a non-equilibrium geometry. The level of theory is the ωB97M-V functional and the def2-TZVPD basis.

Calculated values
Kohn-Sham gap (spin up / spin down) = 7.45 / 7.86 eV
LUMO level (spin up / spin down) = -2.155 / -2.184 eV
ΔE to the lowest compared entry with this formula, charge and spin = 0.00 kcal/mol
E = -3759.69574 Ha

```
! RIJCOSX wB97M-V def2-TZVPD def2/J DEFGRID3
* xyz 1 3
C -2.33 -2.22 -0.45
C -0.14 -3.08 -0.40
C -2.88 -3.50 -0.51
C -0.63 -4.38 -0.54
C -2.01 -4.59 -0.61
H -3.96 -3.59 -0.48
H 0.09 -5.19 -0.57
H -2.40 -5.59 -0.72
N -1.00 -2.05 -0.30
P -2.08 0.44 -1.05
P 1.64 -1.36 0.97
C -3.17 -0.96 -0.56
H -4.02 -1.13 -1.24
H -3.60 -0.71 0.42
C 1.31 -2.67 -0.39
H 1.94 -3.55 -0.26
C 3.51 -0.97 0.79
C 1.48 -2.25 2.63
C -2.00 0.25 -2.95
C -3.05 2.02 -0.65
C 3.62 0.32 -0.04
H 3.22 1.18 0.52
H 4.68 0.50 -0.27
H 3.07 0.25 -0.98
C 4.26 -0.73 2.11
H 3.82 0.08 2.71
H 4.34 -1.63 2.72
H 5.29 -0.43 1.85
C 4.24 -2.09 0.05
H 5.31 -1.80 -0.01
H 4.20 -3.06 0.56
H 3.87 -2.20 -0.98
C 1.64 -1.17 3.73
H 1.38 -0.16 3.39
H 0.98 -1.40 4.58
H 2.67 -1.15 4.12
C 0.08 -2.89 2.74
H -0.73 -2.21 2.47
H 0.02 -3.80 2.13
H -0.06 -3.19 3.80
C 2.52 -3.39 2.75
H 2.98 -3.68 1.79
H 3.32 -3.15 3.46
H 2.01 -4.29 3.12
C -2.33 3.19 -1.34
H -2.86 4.11 -1.05
H -1.29 3.28 -1.00
H -2.35 3.13 -2.43
C -3.04 2.27 0.87
H -3.61 1.50 1.41
H -2.02 2.34 1.26
H -3.54 3.23 1.05
C -4.53 1.94 -1.10
H -4.97 0.95 -0.95
H -5.09 2.66 -0.48
H -4.66 2.25 -2.14
C -1.86 -1.22 -3.35
H -2.72 -1.82 -3.04
H -1.80 -1.27 -4.45
H -0.94 -1.66 -2.93
C -0.79 1.07 -3.41
H 0.14 0.46 -3.38
H -0.96 1.41 -4.44
H -0.60 1.96 -2.80
C -3.29 0.74 -3.63
H -4.18 0.24 -3.23
H -3.42 1.83 -3.58
H -3.22 0.47 -4.69
Ni 0.00 -0.20 -0.26
C -1.15 0.16 1.76
O -1.58 0.07 2.82
N 1.16 -0.68 -1.79
C 1.57 -1.87 -1.78
C 2.23 -2.64 -3.00
C 2.77 -4.01 -2.61
C 1.13 -2.88 -4.02
C 3.33 -1.75 -3.62
H 3.58 -3.95 -1.88
H 1.97 -4.65 -2.22
H 3.17 -4.48 -3.52
H 0.67 -1.93 -4.34
H 1.56 -3.36 -4.91
H 0.35 -3.54 -3.61
H 4.24 -2.34 -3.80
H 2.99 -1.36 -4.59
H 3.60 -0.89 -2.99
C 0.90 3.12 2.89
N 1.17 3.87 1.67
C 1.31 5.31 1.69
C 1.01 3.22 0.51
O 0.71 2.01 0.48
H 1.45 3.60 3.70
H 1.25 2.09 2.76
H -0.19 3.09 3.13
H 2.29 5.61 1.31
H 0.56 5.80 1.04
H 1.18 5.65 2.71
H 1.22 3.80 -0.40
*
```

***

(4)
This record from OMol25 describes 9 unconnected molecules or ions with the total composition C32H59ClFNO22 in a non-equilibrium geometry. The level of theory is the ωB97M-V functional and the def2-TZVPD basis.

Calculated values
Kohn-Sham gap (spin up / spin down) = 6.63 / 2.52 eV
LUMO level (spin up / spin down) = -4.138 / -8.253 eV
E = -3524.06815 Ha

```
! RIJCOSX wB97M-V def2-TZVPD def2/J DEFGRID3
* xyz 1 2
C 2.90 4.20 2.69
C 3.56 2.82 2.75
C 3.62 2.06 1.43
N 4.00 0.53 1.53
C 5.47 0.43 2.00
C 3.87 -0.14 0.16
C 3.75 -1.66 0.42
C 3.17 -1.80 1.83
C 3.07 -0.37 2.42
H 3.41 4.85 1.97
H 2.89 4.76 3.62
H 1.83 4.12 2.54
H 3.00 2.30 3.53
H 4.57 2.92 3.13
H 4.19 2.54 0.64
H 2.63 1.92 1.00
H 5.49 0.81 3.02
H 6.12 0.97 1.32
H 5.72 -0.63 1.86
H 4.73 0.15 -0.45
H 2.91 0.21 -0.24
H 4.67 -2.23 0.31
H 2.98 -1.98 -0.29
H 3.82 -2.40 2.47
H 2.17 -2.22 1.87
H 3.41 -0.30 3.45
H 2.07 0.05 2.31
Cl -0.52 -1.06 -0.58
O 0.51 -1.42 -1.49
O -0.54 0.38 -0.52
O -1.81 -1.54 -0.93
O -0.27 -1.57 0.73
C -4.13 0.64 0.81
O -4.17 1.31 2.03
C -4.78 2.43 2.19
O -4.88 2.97 3.29
O -5.46 2.88 1.11
C -6.11 4.19 1.15
H -5.08 0.14 0.65
H -3.46 -0.21 0.97
H -3.67 1.20 -0.01
H -6.79 4.36 0.32
H -5.33 4.95 1.03
H -6.71 4.39 2.04
C -0.34 -2.40 -4.85
O 0.82 -1.59 -5.11
C 2.00 -1.97 -4.67
O 2.33 -2.97 -3.92
O 2.89 -0.99 -5.09
C 4.30 -1.15 -4.74
H -0.40 -2.49 -3.77
H -0.47 -3.42 -5.23
H -1.22 -1.82 -5.14
H 4.86 -1.90 -5.29
H 4.54 -1.28 -3.68
H 4.71 -0.15 -4.91
C 0.96 2.42 6.09
O -0.44 2.64 5.91
C -1.00 2.64 4.70
O -2.20 2.90 4.56
O -0.05 2.52 3.69
C -0.51 2.30 2.37
H 1.21 1.38 5.85
H 1.42 2.70 7.04
H 1.47 3.16 5.47
H 0.33 2.09 1.70
H -1.07 3.13 1.96
H -1.11 1.40 2.23
C -2.94 -2.79 2.71
O -3.76 -4.01 2.52
C -3.29 -5.19 2.75
O -2.20 -5.45 3.45
O -4.21 -6.16 2.35
C -5.55 -5.88 1.96
H -2.50 -2.74 3.70
H -3.50 -1.86 2.57
H -2.14 -2.75 1.97
H -6.19 -6.76 2.04
H -5.74 -5.38 1.01
H -6.04 -5.29 2.72
C 0.81 1.46 -3.16
O 1.46 2.03 -4.30
C 2.79 2.26 -4.28
O 3.55 2.32 -3.34
O 3.22 2.51 -5.56
C 4.51 3.19 -5.69
H 0.05 2.19 -2.88
H 1.49 1.38 -2.31
H 0.36 0.49 -3.36
H 4.53 4.16 -5.20
H 4.58 3.39 -6.76
H 5.31 2.48 -5.48
C -1.55 -4.88 -1.25
O -1.21 -5.06 0.13
C 0.02 -5.05 0.69
O 0.22 -5.20 1.89
O 0.99 -5.02 -0.26
C 2.40 -5.17 -0.04
H -0.97 -4.14 -1.80
H -2.57 -4.49 -1.34
H -1.47 -5.85 -1.74
H 2.64 -4.77 0.95
H 2.99 -4.52 -0.69
H 2.73 -6.21 0.01
F -4.82 0.31 -3.13
C -4.53 1.55 -2.71
C -5.42 2.59 -2.76
C -4.96 3.83 -2.40
C -3.59 4.14 -2.08
C -2.72 3.04 -2.10
C -3.20 1.81 -2.42
H -6.41 2.45 -3.16
H -5.69 4.62 -2.34
H -3.24 5.15 -1.89
H -1.68 3.18 -1.81
H -2.44 1.04 -2.45
*
```